Density functional theory data (the ωB97M-V functional and the def2-TZVPD basis) for a molecular structure, C20H46Cl4O14P2 at a distorted geometry.

## Properties
Frontier orbital gap (eV): 7.903
Energy relative to the best compared isomer or geometry (same formula, charge and spin) (kcal/mol): 571.4
Lowest unoccupied orbital energy (eV): 0.1

Each line ends with the Mulliken charge.
Cartesian coordinates (Å):
C (-0.163, -1.466, -1.059)  1.156
Cl (-0.812, 0.197, -1.406)  0.158
Cl (-0.785, -2.154, 0.451)  -0.205
H (-0.279, -2.153, -1.897)  -1.169
H (0.910, -1.366, -0.901)  -0.310
C (-1.093, -3.733, -2.791)  0.305
Cl (-2.787, -3.269, -2.450)  -0.136
Cl (-0.134, -2.492, -3.536)  -0.104
H (-0.682, -3.953, -1.805)  -0.392
H (-1.092, -4.611, -3.437)  0.505
C (0.467, -1.677, 1.933)  -1.221
O (0.685, -0.358, 2.403)  0.665
P (2.293, 0.104, 2.392)  0.439
O (3.187, -0.493, 3.424)  -0.890
O (2.241, 1.704, 2.601)  -0.375
C (1.430, 2.162, 3.730)  -0.252
O (2.691, -0.115, 0.860)  0.352
C (4.009, -0.521, 0.487)  -0.841
H (-0.391, -2.141, 2.420)  0.912
H (1.246, -2.373, 2.245)  0.375
H (0.524, -1.492, 0.861)  0.032
H (1.723, 3.190, 3.943)  0.241
H (1.619, 1.569, 4.625)  0.315
H (0.438, 2.107, 3.282)  -0.208
H (4.034, -1.073, -0.453)  -0.294
H (4.468, -1.254, 1.151)  0.463
H (4.679, 0.308, 0.262)  0.398
C (-3.670, 3.668, 1.524)  -0.964
O (-2.801, 2.588, 1.332)  -0.280
P (-1.385, 2.396, 2.170)  -0.283
O (-1.510, 2.267, 3.607)  -0.727
O (-0.679, 1.107, 1.421)  1.013
C (-1.169, -0.156, 1.803)  -0.906
O (-0.446, 3.669, 1.723)  -0.300
C (-0.463, 4.219, 0.373)  -0.668
H (-4.045, 4.038, 0.569)  0.342
H (-3.298, 4.665, 1.761)  0.352
H (-4.499, 3.530, 2.218)  0.314
H (-0.957, -0.975, 1.116)  0.124
H (-2.234, -0.012, 1.982)  0.367
H (-0.648, -0.336, 2.744)  0.539
H (-0.327, 5.299, 0.433)  0.382
H (-1.435, 4.032, -0.084)  0.095
H (0.380, 3.762, -0.144)  0.302
O (2.038, 0.191, -1.390)  -0.468
C (1.991, 0.106, -2.653)  0.592
O (2.462, -0.938, -3.459)  -0.342
C (3.132, -2.101, -2.952)  0.046
C (4.415, -1.950, -2.104)  -1.012
C (1.410, 1.153, -3.557)  -0.642
H (3.292, -2.744, -3.818)  0.443
H (2.463, -2.607, -2.256)  -0.025
H (4.059, -1.603, -1.134)  0.287
H (5.033, -1.210, -2.612)  0.264
H (4.986, -2.874, -2.010)  0.440
H (0.330, 1.252, -3.442)  -0.170
H (1.564, 0.854, -4.594)  0.386
H (1.856, 2.147, -3.591)  0.344
O (-3.205, 1.738, -4.853)  -0.656
C (-2.612, 1.664, -3.785)  0.279
O (-2.148, 2.741, -3.172)  -0.073
C (-2.122, 4.019, -3.732)  -0.475
C (-1.409, 4.935, -2.744)  -0.741
C (-2.400, 0.316, -3.124)  -0.182
H (-3.158, 4.310, -3.905)  0.345
H (-1.757, 4.017, -4.759)  0.379
H (-1.795, 4.840, -1.729)  0.028
H (-1.573, 6.005, -2.875)  0.473
H (-0.322, 4.902, -2.826)  0.262
H (-2.303, 0.468, -2.049)  0.222
H (-1.484, -0.078, -3.565)  -0.020
H (-3.194, -0.309, -3.533)  0.425
O (-0.692, -5.785, 3.013)  -0.640
C (-0.690, -4.712, 2.396)  0.359
O (-0.885, -3.492, 2.967)  -0.294
C (-0.748, -3.194, 4.381)  -0.646
C (-0.574, -1.632, 4.728)  -0.734
C (-0.541, -4.482, 0.902)  -0.896
H (0.119, -3.762, 4.717)  0.366
H (-1.561, -3.655, 4.941)  0.415
H (0.197, -1.078, 4.194)  0.094
H (-0.335, -1.490, 5.782)  0.485
H (-1.462, -0.999, 4.720)  0.311
H (-0.988, -5.374, 0.463)  0.485
H (0.485, -4.389, 0.548)  0.205
H (-1.113, -3.610, 0.587)  0.461